No. 1
This record from OMol25 describes a single C5H4N2 molecule. The level of theory is ωB97M-V/def2-TZVPD.

XYZ file:
```
11
Properties=species:S:1:pos:R:3
N 1.45 0.35 0.34
N -0.43 -2.21 1.93
C -0.90 0.94 -0.48
C 0.84 -0.94 0.05
C 0.08 -1.62 1.08
C 0.38 0.30 -0.65
C -1.92 1.56 -0.58
H 0.75 0.41 -1.67
H 1.46 -1.62 -0.53
H 1.10 0.71 1.23
H -2.82 2.12 -0.71
```

E_HOMO ... -10.035 eV
Strongest force on any atom ... 0.5 eV Å⁻¹
Lowest unoccupied orbital energy ... 0.0289 hartree
SMILES string ... C#C[C@H]1N[C@H]1C#N
Energy ... -302.31494 hartree

***

No. 2
This record from OMol25 describes a single C5H4N2 molecule at a distorted geometry. The level of theory is ωB97M-V/def2-TZVPD.

XYZ file:
```
11
Properties=species:S:1:pos:R:3
N -0.73 1.44 -0.62
N 1.08 0.79 0.50
C 0.34 -0.28 0.21
C 0.71 -2.77 0.86
C 0.59 -1.61 0.49
C -0.80 0.12 -0.48
C 0.45 1.79 -0.05
H -1.76 -0.52 -0.68
H 0.74 -3.84 1.04
H -1.34 2.03 -1.19
H 0.73 2.86 -0.09
```

E_HOMO ... -8.350 eV
Strongest force on any atom ... 5.1 eV Å⁻¹
Lowest unoccupied orbital energy ... 0.0259 hartree
SMILES string ... C#Cc1c[nH]cn1
Energy ... -302.35932 hartree

***

No. 3
This record from OMol25 describes a single C5H4N2 molecule. The level of theory is ωB97M-V/def2-TZVPD.

XYZ file:
```
11
Properties=species:S:1:pos:R:3
N -1.72 1.17 -0.25
N -1.94 -0.14 -0.05
C 2.81 -0.47 0.18
C 1.63 -0.23 0.10
C -0.41 1.30 -0.22
C 0.24 0.05 0.00
C -0.81 -0.85 0.11
H -2.89 -0.48 -0.04
H 0.05 2.27 -0.35
H 3.86 -0.68 0.25
H -0.81 -1.92 0.27
```

E_HOMO ... -8.916 eV
Strongest force on any atom ... 0.5 eV Å⁻¹
Lowest unoccupied orbital energy ... 0.0344 hartree
SMILES string ... C#Cc1cn[nH]c1
Energy ... -302.36219 hartree